Entry from the Open Molecules 2025 dataset: a cluster of 2 separate species, CH3O2S in total (the ωB97M-V functional and the def2-TZVPD basis).

Geometry as XYZ:
```
7
Properties=species:S:1:pos:R:3:mulliken_charge:R:1
C -0.101 0.823 -0.130 -0.7042
O -1.019 -0.348 -0.056 -0.5936
O 3.303 1.774 0.096 -0.4909
S 2.249 1.790 1.144 -0.1081
H -1.085 -0.546 0.960 0.2994
H 0.304 0.839 -1.094 0.2374
H -0.726 1.579 0.078 0.3600
```

Results
**Total charge**: -1
**Energy above the lowest of the compared OMol25 structures with the same formula, charge and spin**: 119.5 kcal/mol
**HOMO energy (alpha / beta)**: -2.1880 / -2.1725 eV

=====

Entry from the Open Molecules 2025 dataset: a cluster of 2 separate species, CH3O2S in total (the ωB97M-V functional and the def2-TZVPD basis).

Geometry as XYZ:
```
7
Properties=species:S:1:pos:R:3:mulliken_charge:R:1
S -1.190 -0.600 -1.734 -0.8357
H -1.387 0.330 -2.679 -0.0131
O 0.961 0.444 2.330 -0.5473
C 0.526 0.010 1.286 0.2766
O 1.058 0.293 0.122 -0.3240
H -0.327 -0.672 1.287 0.2276
H 0.360 0.195 -0.612 0.2160
```

Results
**Total charge**: -1
**Energy above the lowest of the compared OMol25 structures with the same formula, charge and spin**: 2.0 kcal/mol
**HOMO energy**: -3.4806 eV

=====

Entry from the Open Molecules 2025 dataset: a cluster of 2 separate species, CH3O2S in total (the ωB97M-V functional and the def2-TZVPD basis).

Geometry as XYZ:
```
7
Properties=species:S:1:pos:R:3:mulliken_charge:R:1
S 0.348 1.264 -2.030 -0.8074
H 1.321 0.358 -2.591 0.0086
O -0.409 -1.448 2.033 -0.5151
C -0.259 -0.536 1.259 0.2426
O -1.141 0.292 0.663 -0.3755
H 0.800 -0.620 0.936 0.2416
H -0.661 0.690 -0.270 0.2052
```

Results
**Total charge**: -1
**Energy above the lowest of the compared OMol25 structures with the same formula, charge and spin**: 18.6 kcal/mol
**HOMO energy**: -3.5791 eV

=====

Entry from the Open Molecules 2025 dataset: a structure of composition CH3O2S2 (the ωB97M-V functional and the def2-TZVPD basis).

Geometry as XYZ:
```
8
Properties=species:S:1:pos:R:3:mulliken_charge:R:1
C 0.620 -0.506 -0.169 -0.4982
O -1.935 -0.756 -0.763 -0.6514
O -1.248 1.324 0.413 -0.6307
S 1.523 0.937 -0.204 -0.2804
S -1.192 -0.160 0.397 0.4780
H 0.415 -0.845 -1.174 0.2646
H 1.058 -1.510 0.733 0.1826
H 0.759 1.515 0.767 0.1355
```

Results
**Total charge**: -1
**Energy above the lowest of the compared OMol25 structures with the same formula, charge and spin**: 49.4 kcal/mol
**HOMO energy**: -3.3694 eV

=====

Entry from the Open Molecules 2025 dataset: a cluster of 2 separate species, CH3O3 in total (the ωB97M-V functional and the def2-TZVPD basis).

Geometry as XYZ:
```
7
Properties=species:S:1:pos:R:3:mulliken_charge:R:1
O 0.741 1.308 -0.058 -0.6091
C 1.215 0.192 0.069 0.0135
O 0.655 -0.888 -0.196 -0.7234
H 2.284 0.182 0.449 0.3208
H -2.012 0.234 0.367 0.2696
H -0.966 -0.637 -0.232 0.4266
O -1.918 -0.390 -0.399 -0.6981
```

Results
**Total charge**: -1
**Energy above the lowest of the compared OMol25 structures with the same formula, charge and spin**: 5.4 kcal/mol
**HOMO energy**: -4.3328 eV

=====

Entry from the Open Molecules 2025 dataset: a cluster of 2 separate species, CH3O3 in total (the ωB97M-V functional and the def2-TZVPD basis).

Geometry as XYZ:
```
7
Properties=species:S:1:pos:R:3:mulliken_charge:R:1
C 0.097 0.043 0.092 -0.1673
O 3.857 -0.106 0.074 -0.0612
O 1.883 0.761 -0.010 -0.1591
O 2.677 -0.257 0.104 0.5319
H 0.205 -0.749 0.821 0.2958
H -0.364 0.969 0.427 0.2592
H -0.057 -0.207 -0.952 0.3007
```

Results
**Total charge**: +1
**Energy above the lowest of the compared OMol25 structures with the same formula, charge and spin**: 121.4 kcal/mol
**HOMO energy (alpha / beta)**: -18.8257 / -18.8176 eV

=====

Entry from the Open Molecules 2025 dataset: a cluster of 2 separate species, CH3O3 in total (the ωB97M-V functional and the def2-TZVPD basis).

Geometry as XYZ:
```
7
Properties=species:S:1:pos:R:3:mulliken_spin:R:1
C -0.089 -0.112 0.283 -0.0143
O -3.890 0.280 -0.105 1.1406
O -1.874 0.529 -0.383 0.3965
O -2.819 -0.189 0.089 0.4813
H 0.459 0.021 -0.708 -0.0008
H -0.406 -1.161 0.452 -0.0033
H -0.056 0.864 0.879 0.0000
```

Results
**Total charge**: +1
**2S+1**: 3
**Energy above the lowest of the compared OMol25 structures with the same formula, charge and spin**: 16.7 kcal/mol
**HOMO energy (alpha / beta)**: -17.0123 / -18.2283 eV

=====

Entry from the Open Molecules 2025 dataset: a cluster of 2 separate species, CH3O3P in total (the ωB97M-V functional and the def2-TZVPD basis).

Geometry as XYZ:
```
8
Properties=species:S:1:pos:R:3:mulliken_charge:R:1
C 0.012 0.210 -0.041 -0.4585
O 4.286 -0.614 0.610 -0.2741
O 0.565 1.464 -0.460 -0.1311
O 1.750 1.593 0.269 -0.3700
P 3.710 -0.049 -0.544 0.5573
H -1.093 0.369 -0.085 0.2198
H 0.443 0.070 0.992 0.2758
H 0.379 -0.575 -0.717 0.1807
```

Results
**Energy above the lowest of the compared OMol25 structures with the same formula, charge and spin**: 153.4 kcal/mol
**HOMO energy (alpha / beta)**: -9.6489 / -7.7140 eV

=====

Entry from the Open Molecules 2025 dataset: the molecule CH3O3PS (the ωB97M-V functional and the def2-TZVPD basis).

Geometry as XYZ:
```
9
Properties=species:S:1:pos:R:3:mulliken_charge:R:1
C 0.084 -0.883 0.045 -0.0154
O -2.512 -0.892 1.688 -0.5404
O -1.072 -0.419 -0.514 -0.2410
O 0.015 -0.381 1.351 -0.3241
P -2.186 1.962 1.006 -0.1014
S -1.650 0.052 0.978 0.7324
H 0.262 -2.070 0.183 0.1980
H 0.869 -0.371 -0.536 0.2359
H -0.762 2.290 0.664 0.0561
```

Results
**Energy above the lowest of the compared OMol25 structures with the same formula, charge and spin**: 107.1 kcal/mol
**HOMO energy**: -9.1625 eV

=====

Entry from the Open Molecules 2025 dataset: a structure of composition CH3O3SSm (the ωB97M-V functional and the def2-TZVPD basis).

Geometry as XYZ:
```
9
Properties=species:S:1:pos:R:3:mulliken_spin:R:1
S 3.723 1.515 0.469 0.7006
O 3.420 0.001 0.647 0.1208
O 2.302 2.097 0.182 0.1316
C -2.133 -0.757 -0.352 0.0014
O -1.116 -0.326 0.485 -0.1448
Sm 1.114 0.115 0.390 5.2110
H -1.822 -0.732 -1.414 -0.0134
H -2.455 -1.796 -0.140 -0.0057
H -3.033 -0.116 -0.268 -0.0015
```

Results
**Total charge**: +1
**2S+1**: 7
**HOMO energy (alpha / beta)**: -13.3474 / -14.1004 eV

=====

Entry from the Open Molecules 2025 dataset: the molecule CH3O4P (the ωB97M-V functional and the def2-TZVPD basis).

Geometry as XYZ:
```
9
Properties=species:S:1:pos:R:3:mulliken_charge:R:1
O 1.543 0.611 1.149 -0.4517
C 0.502 0.365 1.689 0.2352
O -0.584 -0.080 1.028 -0.1737
P -0.652 0.442 -0.589 0.3326
O 0.584 -0.207 -1.491 -0.5028
O -1.729 -0.572 -1.210 -0.4042
H 0.271 0.435 2.821 0.3000
H 1.332 0.277 -1.740 0.3287
H -1.268 -1.273 -1.656 0.3359
```

Results
**Energy above the lowest of the compared OMol25 structures with the same formula, charge and spin**: 8.9 kcal/mol
**HOMO energy**: -9.7403 eV

=====

Entry from the Open Molecules 2025 dataset: a cluster of 3 separate species, CH3O4S in total (the ωB97M-V functional and the def2-TZVPD basis).

Geometry as XYZ:
```
9
Properties=species:S:1:pos:R:3:mulliken_charge:R:1
C 2.424 -0.002 0.337 0.0139
O -1.944 -0.996 -0.734 -0.4128
O -1.783 1.515 0.310 -0.4168
O 2.727 -0.921 1.000 -0.1975
O 2.381 1.037 -0.198 -0.1806
S -2.551 0.010 0.384 -0.0328
H 0.731 -0.951 -1.169 -0.1707
H -1.038 1.392 0.850 0.3181
H -0.948 -1.084 -0.780 0.0793
```

Results
**Total charge**: -1
**Energy above the lowest of the compared OMol25 structures with the same formula, charge and spin**: 66.1 kcal/mol
**HOMO energy**: -2.7354 eV

=====

Entry from the Open Molecules 2025 dataset: the ion CH3O4S with charge -1 (the ωB97M-V functional and the def2-TZVPD basis).

Geometry as XYZ:
```
9
Properties=species:S:1:pos:R:3:mulliken_charge:R:1
C 0.627 -0.440 -0.589 -0.2711
O 0.323 1.920 0.888 -0.5613
O -1.665 0.567 0.766 -0.6877
O -0.442 -1.146 -0.978 -0.4981
O 0.678 -0.534 0.942 -0.4504
S -0.387 0.809 1.477 0.5162
H 0.516 0.537 -0.902 0.3701
H 1.485 -0.993 -1.048 0.1904
H -1.135 -0.721 -0.557 0.3920
```

Results
**Total charge**: -1
**Energy above the lowest of the compared OMol25 structures with the same formula, charge and spin**: 22.1 kcal/mol
**HOMO energy**: -4.2354 eV

=====

Entry from the Open Molecules 2025 dataset: the ion CH3O4S2 with charge -1 (the ωB97M-V functional and the def2-TZVPD basis).

Geometry as XYZ:
```
10
Properties=species:S:1:pos:R:3:mulliken_charge:R:1
C 1.325 0.022 0.143 -0.9058
O -0.629 -1.832 0.592 -0.6737
O -0.170 2.221 -0.401 -0.5818
O -2.626 -0.238 0.418 -0.6068
O -1.096 -0.355 -1.601 -0.5341
S -0.045 1.193 0.660 0.3575
S -1.304 -0.471 -0.172 0.9252
H 1.287 -0.845 0.902 0.3294
H 2.219 0.673 0.210 0.3185
H 1.039 -0.368 -0.752 0.3716
```

Results
**Total charge**: -1
**Energy above the lowest of the compared OMol25 structures with the same formula, charge and spin**: 48.8 kcal/mol
**HOMO energy**: -4.8763 eV

=====

Entry from the Open Molecules 2025 dataset: the molecule CH3O5P (the ωB97M-V functional and the def2-TZVPD basis).

Geometry as XYZ:
```
10
Properties=species:S:1:pos:R:3:mulliken_charge:R:1
C -1.772 -0.122 0.209 0.0199
O 1.126 -1.780 -0.312 -0.4845
O -0.845 -0.618 1.139 -0.3305
O -0.941 -0.107 -0.933 -0.3697
O 2.732 0.964 0.027 -0.3111
O 1.376 1.194 0.219 -0.3220
P 0.332 -0.624 0.048 0.9956
H -2.472 -1.003 0.024 0.2017
H -2.378 0.765 0.542 0.2471
H 2.842 1.332 -0.962 0.3535
```

Results
**Energy above the lowest of the compared OMol25 structures with the same formula, charge and spin**: 32.8 kcal/mol
**HOMO energy (alpha / beta)**: -10.1981 / -10.1974 eV

=====

Entry from the Open Molecules 2025 dataset: the ion CH3O6P with charge -2 (the ωB97M-V functional and the def2-TZVPD basis).

Geometry as XYZ:
```
11
Properties=species:S:1:pos:R:3:mulliken_charge:R:1
O -2.224 -0.343 0.462 -0.8720
P -1.038 -0.976 -0.219 1.0073
O -0.505 -2.317 0.358 -0.8981
O -1.185 -0.965 -1.734 -0.8741
C 0.427 0.285 0.086 0.2568
O -0.174 1.468 0.777 -0.5603
O 0.972 0.747 -1.129 -0.5206
O 1.454 -0.229 0.804 -0.5457
H -1.042 1.074 1.042 0.3620
H 0.279 0.790 -1.806 0.3122
H 1.488 -1.225 0.775 0.3324
```

Results
**Total charge**: -2
**Energy above the lowest of the compared OMol25 structures with the same formula, charge and spin**: 34.2 kcal/mol
**HOMO energy**: 0.3586 eV

=====

Entry from the Open Molecules 2025 dataset: the molecule CH3OP (the ωB97M-V functional and the def2-TZVPD basis).

Geometry as XYZ:
```
6
Properties=species:S:1:pos:R:3:mulliken_charge:R:1
O -1.786 -0.654 0.428 -0.3838
C -0.842 0.047 0.138 -0.0085
P 1.308 0.088 0.474 -0.0063
H -1.233 1.056 -0.190 0.2664
H 1.408 -1.222 -0.105 0.0765
H 1.145 0.685 -0.746 0.0557
```

Results
**Energy above the lowest of the compared OMol25 structures with the same formula, charge and spin**: 40.4 kcal/mol
**HOMO energy**: -9.2422 eV

=====

Entry from the Open Molecules 2025 dataset: a cluster of 2 separate species, CH3OPS in total (the ωB97M-V functional and the def2-TZVPD basis).

Geometry as XYZ:
```
7
Properties=species:S:1:pos:R:3:mulliken_charge:R:1
C -1.615 -0.325 -0.599 -0.2216
O 1.560 0.738 0.667 -0.4253
P 1.404 -0.655 -0.199 0.1553
S -2.123 0.562 0.576 -0.0998
H -2.216 -1.276 -0.833 0.2370
H 1.753 0.776 1.589 0.3110
H 1.238 0.180 -1.201 0.0434
```

Results
**Energy above the lowest of the compared OMol25 structures with the same formula, charge and spin**: 87.4 kcal/mol
**HOMO energy (alpha / beta)**: -7.5504 / -8.1090 eV

=====

Entry from the Open Molecules 2025 dataset: a structure of composition CH3PS4 (the ωB97M-V functional and the def2-TZVPD basis).

Geometry as XYZ:
```
9
Properties=species:S:1:pos:R:3:mulliken_spin:R:1
C -1.427 -0.957 0.404 -0.0110
P -2.248 0.443 1.375 0.7605
S -1.435 -0.262 -1.276 0.0411
S -2.233 1.468 -0.535 0.1707
S 3.689 0.445 -0.007 0.3212
S 1.754 0.185 -0.117 0.6776
H -0.316 -0.848 0.831 0.0298
H -1.758 -1.979 0.379 0.0207
H 3.974 1.505 -1.055 -0.0104
```

Results
**2S+1**: 3
**Energy above the lowest of the compared OMol25 structures with the same formula, charge and spin**: 10.2 kcal/mol
**HOMO energy (alpha / beta)**: -7.3268 / -8.4596 eV

=====

Entry from the Open Molecules 2025 dataset: the molecule CH3PSi (the ωB97M-V functional and the def2-TZVPD basis).

Geometry as XYZ:
```
6
Properties=species:S:1:pos:R:3:mulliken_charge:R:1
C -1.131 0.461 0.262 -0.1027
P -1.477 -0.867 -0.514 -0.1395
Si 1.109 -0.932 -0.448 -0.0051
H -1.319 1.246 1.033 0.3415
H 0.951 0.504 -1.131 -0.0388
H 1.866 -0.411 0.798 -0.0555
```

Results
**Energy above the lowest of the compared OMol25 structures with the same formula, charge and spin**: 49.4 kcal/mol
**HOMO energy (alpha / beta)**: -8.4125 / -8.4122 eV

=====

These records have strongest force on any atom values of 3.89; 0.74; 2.58; 4.35; 1.95; 1.86; 6.33; 4.62; 4.81; 3.88; 3.06; 2.50; 4.40; 6.47; 4.47; 2.78; 3.29; 2.87; 3.21; 2.26 eV/Å, in the order they appear.